[1]
11
Properties=species:S:1:pos:R:3:forces:R:3:mulliken_charge:R:1 method="wB97M-V/def2-TZVPD" orbital_gap_ev=7.147 spin_multiplicity=1 total_charge=-1 e_above_lowest_kcal_mol=15.6
S 2.19619 0.53337 -0.15377 -0.2 -0.4 1.0 -0.640
H 2.24082 -0.04241 1.10773 -0.1 0.5 -0.9 0.027
C -0.97314 -1.40196 1.38587 0.5 -1.0 -0.8 -0.857
C -1.31143 -1.02417 -0.09076 0.0 0.8 -0.4 -0.571
S -1.16127 0.81171 -0.64766 0.8 -1.7 1.0 -0.472
H -0.67974 -0.67540 2.11727 -0.4 1.1 0.0 0.293
H -0.08123 -2.06663 1.40907 -0.6 0.1 -0.3 0.244
H -1.81468 -1.97658 1.74370 -0.2 -0.2 0.6 0.282
H -0.60353 -1.64249 -0.67799 -0.6 0.6 -0.2 0.288
H -2.36818 -1.31437 -0.36596 1.2 0.2 0.4 0.298
H 0.45522 0.75338 -0.28147 -0.4 0.1 -0.3 0.108

[2]
17
Properties=species:S:1:pos:R:3:forces:R:3:mulliken_charge:R:1 method="wB97M-V/def2-TZVPD" orbital_gap_ev=9.216 spin_multiplicity=1 e_above_lowest_kcal_mol=0.0 smiles="NC(=O)c1nnc(N)nc1N"
N -2.58348 -1.57313 -0.08649 -1.7 -1.2 1.7 -0.435
C -2.13225 -0.28892 0.00372 -0.3 0.6 0.0 0.346
O -2.87906 0.70616 0.09447 1.3 -1.3 -0.2 -0.715
C -0.62777 -0.21589 -0.05720 -0.7 -0.4 0.1 0.446
N -0.00057 -1.38958 -0.05112 0.3 0.6 0.1 -0.190
N 1.30892 -1.47331 -0.04223 0.0 0.9 -0.1 -0.847
C 1.96458 -0.27771 0.00848 -0.7 0.9 0.4 0.443
N 3.30734 -0.31996 0.09874 0.4 1.0 -0.2 -0.365
N 1.42508 0.96748 0.06518 -0.4 -1.4 -0.6 -0.656
C 0.08653 1.00427 -0.03863 1.2 1.4 0.3 0.686
N -0.48833 2.23798 -0.07197 -0.1 -0.9 0.0 -0.335
H -1.92385 -2.33786 0.19687 -0.7 1.3 -0.7 0.323
H -3.57010 -1.71467 0.29299 1.9 0.4 -1.0 0.293
H 3.80285 0.54961 -0.12529 -0.4 -0.8 0.3 0.264
H 3.73827 -1.18145 -0.13801 0.4 -0.6 -0.1 0.271
H -1.50407 2.21402 -0.01147 0.2 0.4 -0.1 0.242
H 0.07590 3.09295 -0.13804 -0.5 -1.0 0.2 0.228

[3]
17
Properties=species:S:1:pos:R:3:forces:R:3:mulliken_charge:R:1 method="wB97M-V/def2-TZVPD" orbital_gap_ev=10.485 spin_multiplicity=1 e_above_lowest_kcal_mol=59.4 smiles=C1[C@@H]2CC3(CC3)[C@H]12
C 1.73834 0.74896 0.55456 0.1 0.2 0.0 -0.657
C 1.49553 -0.71583 0.39532 0.1 -0.2 0.0 -0.156
C 0.61210 -0.93320 -0.83515 0.0 0.0 -0.2 -0.845
C -0.47603 -0.02676 -0.16681 0.0 0.0 0.0 0.675
C -1.92743 -0.38510 -0.16595 -0.1 -0.2 0.1 -0.652
C -1.52363 1.01438 -0.52925 0.2 0.1 -0.1 -0.637
C 0.43408 0.15953 1.02651 -0.2 0.1 0.3 -0.555
H 1.76528 1.37123 -0.34034 -0.1 0.0 0.2 0.165
H 2.43646 1.04493 1.33258 -0.1 -0.1 -0.1 0.261
H 2.11587 -1.46626 0.87816 -0.1 0.1 -0.2 0.370
H 0.26338 -1.97076 -0.89857 -0.1 0.3 0.0 0.319
H 1.06090 -0.65087 -1.79409 -0.1 0.1 0.1 0.283
H -2.21861 -1.00980 -1.01036 0.0 0.0 0.2 0.246
H -2.48373 -0.56958 0.74723 0.1 0.0 0.0 0.251
H -1.75470 1.40428 -1.51761 0.3 -0.3 0.0 0.252
H -1.66259 1.75837 0.25824 0.1 -0.2 -0.2 0.245
H 0.12478 0.22648 2.06553 0.0 -0.1 -0.1 0.435

[4]
237
Properties=species:S:1:pos:R:3:forces:R:3:mulliken_charge:R:1 method="wB97M-V/def2-TZVPD" orbital_gap_ev=9.448 spin_multiplicity=1
C -1.25715 4.96972 1.66318 0.8 -0.1 -0.1 -0.977
C -0.92661 5.62762 0.37675 -0.9 0.3 -0.6 0.556
O -1.01208 5.06199 -0.70323 0.2 0.0 -0.2 -0.399
N -0.67815 6.94930 0.49740 1.1 -0.3 0.6 -0.159
C -0.61481 7.86689 -0.57504 -1.4 1.5 -0.7 -0.959
H -2.18781 5.37848 2.05673 0.0 -0.3 0.1 0.363
H -0.41615 5.26560 2.29027 -0.2 -0.5 0.7 0.503
H -1.27081 3.89842 1.46262 -0.2 0.1 0.6 -0.109
H -0.51873 7.36826 1.40247 -0.2 -0.5 0.0 0.270
H 0.33047 8.27967 -0.92739 0.4 -0.6 0.2 0.291
H -1.18239 8.70808 -0.17710 0.1 0.5 -0.4 0.393
H -1.21078 7.52240 -1.42017 0.3 -0.3 0.0 0.235
C -3.45543 0.74684 5.53363 -0.2 -2.1 1.8 -1.677
C -2.97850 -0.48560 4.73637 -0.8 0.4 0.1 0.712
O -2.70792 -1.76933 5.44600 0.8 2.6 -0.4 -0.126
C -3.64627 -2.71580 5.61647 -1.7 1.8 -1.3 0.629
O -4.82492 -2.61737 5.34837 0.2 0.2 0.0 -0.670
O -3.03691 -3.72312 6.08143 1.5 -3.6 1.6 -0.077
C -3.69552 -4.96334 6.56878 0.4 1.1 0.1 -0.687
H -4.24304 0.27234 6.11897 -0.8 1.0 0.2 0.485
H -3.75863 1.59229 4.91606 -0.1 -0.4 -0.1 0.304
H -2.72582 1.05823 6.28116 0.2 0.2 -0.2 0.386
H -2.08447 -0.02632 4.31464 0.4 -1.6 -0.7 -0.492
H -3.80707 -0.67685 4.05447 0.5 -0.2 -0.5 0.348
H -3.01681 -5.38651 7.30930 0.2 0.4 -0.1 0.206
H -3.78998 -5.69923 5.77025 -0.3 0.5 -0.2 0.244
H -4.61542 -4.68747 7.08431 -0.1 -0.1 -0.4 0.328
C 1.69477 4.77400 -3.73089 -1.3 -0.9 -1.5 -0.790
C 2.54499 4.39230 -2.57563 -2.0 -0.2 1.6 0.679
O 3.75309 3.83233 -2.93656 2.7 1.1 -0.2 -0.349
C 4.02816 2.53865 -2.93940 -1.3 -1.8 -1.5 0.553
O 3.21322 1.62516 -2.83002 1.2 1.2 0.5 -0.265
O 5.29770 2.40060 -3.34177 0.7 0.6 0.6 -0.408
C 5.87673 1.10583 -3.53381 -0.8 -1.2 0.3 -0.616
H 0.78497 5.27621 -3.40203 0.0 0.0 0.2 0.220
H 1.36169 3.92427 -4.32680 -0.1 -0.3 0.1 -0.044
H 2.16326 5.41588 -4.47695 0.5 0.2 0.4 0.469
H 2.17257 3.71788 -1.80455 -1.2 -0.4 -0.6 -0.435
H 2.48945 5.31845 -2.00355 2.0 0.3 0.3 0.258
H 5.19418 0.52882 -4.15772 0.2 -0.1 -0.2 0.260
H 6.02310 0.53273 -2.61825 -0.5 0.3 0.4 0.218
H 6.88408 1.10763 -3.95014 -0.3 1.0 -0.4 0.321
C -0.14064 2.06858 -2.03160 -1.0 -2.3 1.2 -0.545
C 0.02283 1.82563 -0.44240 0.2 4.9 -2.9 1.540
O 0.33701 0.58481 0.01384 -0.1 -2.2 -1.6 0.351
C 0.16153 0.37469 1.26386 -1.0 1.7 5.1 0.044
O -0.20604 1.22010 2.11728 0.7 -1.5 -2.2 -0.749
O 0.44764 -0.86763 1.60132 0.5 0.0 -1.9 0.465
C 0.46630 -1.25970 2.93387 -1.1 -1.0 2.0 0.120
H 0.55112 1.41144 -2.55860 1.0 0.9 0.0 0.062
H -0.21325 3.12994 -2.26897 0.8 -0.1 0.2 0.104
H -1.03447 1.63784 -2.48285 -0.7 0.0 0.7 -0.133
H -0.74225 2.38757 0.09329 -0.5 -0.9 0.1 -1.322
H 0.87429 2.47821 -0.24939 0.4 0.0 0.3 0.040
H 0.16279 -2.30659 2.93192 0.4 0.0 0.0 0.267
H -0.29757 -0.79276 3.55563 0.0 0.4 -0.4 -0.537
H 1.40175 -1.11578 3.47454 0.3 0.1 -0.6 0.069
C 0.71632 1.71808 5.15090 0.1 0.1 1.9 -0.568
C 0.87005 3.09565 4.52554 -0.5 -0.9 0.2 0.378
O 2.09604 3.83000 4.85753 -4.6 0.9 0.0 -0.462
C 3.23271 3.34183 4.64021 2.4 -2.5 0.2 0.675
O 3.53602 2.18207 4.45013 -0.1 -0.2 -0.7 -0.236
O 4.09167 4.30577 4.80081 1.1 1.8 0.0 -0.498
C 5.45048 4.09503 4.53794 1.6 0.5 -1.0 -0.401
H -0.29228 1.30707 5.10733 0.0 -0.1 -1.4 -0.113
H 0.67386 1.77654 6.23851 0.8 0.5 0.5 0.536
H 1.53284 1.03063 4.93001 -0.5 0.0 -0.4 0.091
H 0.07142 3.74491 4.88436 0.2 0.1 -0.1 0.385
H 0.72189 2.91976 3.46007 0.6 0.6 -0.2 -0.242
H 5.70665 4.03661 3.48007 -0.8 -1.1 -0.4 0.179
H 5.90979 3.26831 5.07984 -0.2 0.2 0.0 0.157
H 5.97675 5.04468 4.63449 -0.2 0.1 1.4 0.304
C -4.85306 5.53622 -7.94750 0.5 1.9 0.2 -1.551
C -4.50158 4.14169 -7.85706 -3.1 -3.4 -1.1 0.030
O -3.30997 3.66024 -7.30986 2.1 2.1 2.9 -0.269
C -3.18880 3.89232 -5.95907 -1.6 -4.5 3.2 0.248
O -4.15023 3.94547 -5.11718 3.8 1.2 -3.8 -0.282
O -1.95595 3.42087 -5.43480 -1.6 1.6 -0.5 0.064
C -0.89959 2.92893 -6.25834 -0.2 -0.8 -0.5 -0.536
H -5.66673 5.69239 -8.65577 0.4 -0.3 -0.4 0.415
H -3.89623 5.90536 -8.31673 -0.3 1.6 0.0 0.384
H -5.26919 5.98697 -7.04651 0.8 0.1 0.3 0.233
H -4.43834 3.78441 -8.88490 0.0 -0.3 0.0 0.462
H -5.31400 3.60266 -7.36970 -0.1 -0.3 -0.1 0.143
H -0.13719 2.40456 -5.68225 -0.2 0.6 0.9 -0.017
H -0.40130 3.70258 -6.84253 -0.3 -0.1 -0.2 0.396
H -1.28643 2.07806 -6.81911 -0.1 0.4 -0.8 0.214
C 5.68843 1.21463 6.79349 0.3 -2.9 0.0 -0.876
C 5.03673 -0.25462 6.83413 0.5 0.4 0.2 0.019
O 6.00937 -1.36175 7.00612 0.5 1.3 -0.3 -0.365
C 5.60054 -2.63739 7.08441 -4.2 3.1 -0.3 0.752
O 4.43995 -2.99321 6.93541 0.6 -0.1 -0.5 -0.472
O 6.56385 -3.32770 7.46935 4.8 -3.7 1.2 -0.359
C 6.40367 -4.79980 7.50449 -1.7 1.0 -1.5 -0.254
H 4.92699 1.93457 6.49349 0.0 -0.2 0.2 -0.033
H 6.48098 1.15538 6.04753 0.0 0.3 -0.1 0.252
H 6.14583 1.41365 7.76266 -0.2 0.3 0.0 0.432
H 4.52399 -0.43423 5.88918 -0.3 0.0 0.3 0.043
H 4.40853 -0.31940 7.72254 -0.5 0.0 -0.4 0.356
H 5.44345 -4.90696 8.00906 0.4 -0.8 0.3 0.345
H 7.23875 -5.44782 7.77060 0.3 1.2 1.0 0.275
H 6.26861 -5.09028 6.46262 -0.4 0.0 -0.2 -0.170
C -4.79154 6.36172 -2.27873 0.3 -1.8 0.8 -0.841
C -5.68104 5.11825 -2.60162 -0.8 2.3 -0.7 0.258
C -6.96613 5.30320 -1.73607 1.2 -0.7 1.5 -0.890
S -6.29065 5.80305 -0.08843 1.6 2.5 -1.5 1.149
O -6.33345 4.73467 0.87161 0.1 -0.3 0.1 -0.623
O -6.79073 7.14231 0.23187 -0.3 -1.3 0.1 -0.684
C -4.55369 6.19267 -0.78426 -1.4 -0.2 0.6 -0.257
H -5.22880 7.32793 -2.53040 -0.1 -0.2 -0.1 0.479
H -3.84412 6.17763 -2.78529 0.0 0.5 -0.2 0.304
H -5.08384 4.22636 -2.41197 -0.4 -0.1 0.2 -0.210
H -5.86020 5.20486 -3.67330 -0.4 -0.6 0.1 0.156
H -7.50035 4.38501 -1.49186 -0.3 0.1 -0.4 0.414
H -7.60041 6.17880 -1.87433 0.0 -0.3 -0.9 0.441
H -4.00569 5.27618 -0.56553 0.6 0.3 0.0 -0.146
H -4.21724 7.11631 -0.31333 0.1 -0.4 0.4 0.466
C 4.05022 1.15066 0.75172 1.6 -1.4 0.0 -0.341
C 3.79842 -0.14346 1.57653 -0.8 1.3 1.4 1.065
C 5.11524 -0.85256 1.78551 0.3 -0.9 -0.3 -0.896
S 6.44320 0.38411 1.95008 0.5 0.7 1.3 1.046
O 7.48135 0.07630 0.95651 -1.1 0.6 1.1 -0.703
O 6.84183 0.56567 3.40438 -1.2 -0.4 -3.8 -0.568
C 5.32964 1.80786 1.36859 -1.2 -0.9 0.1 -0.136
H 3.23367 1.87161 0.71196 -0.1 -0.2 0.1 0.273
H 4.29394 0.79014 -0.24765 -0.2 0.3 -0.4 -0.047
H 2.95233 -0.73954 1.23458 0.5 -0.4 -0.6 -0.022
H 3.44486 0.12609 2.57174 0.0 0.5 0.2 -0.706
H 5.28826 -1.52617 0.94621 0.6 0.3 -0.3 0.212
H 5.20854 -1.48770 2.66642 -0.4 0.2 0.2 0.507
H 5.77998 2.49464 0.65192 0.5 -0.2 0.4 0.638
H 4.89564 2.28763 2.24583 0.9 0.2 0.3 -0.440
C -5.84378 0.61671 -5.10439 0.8 1.7 -1.4 0.089
C -4.68358 0.43221 -6.24263 -1.2 0.1 1.3 0.223
C -5.19915 0.54102 -7.70242 -1.1 -0.4 0.6 -0.931
S -7.06462 0.87106 -7.58479 0.3 0.1 1.4 1.043
O -7.82517 -0.00728 -8.50243 1.3 1.8 1.5 -0.667
O -7.31294 2.32594 -7.41508 0.3 -2.0 -1.2 -0.610
C -7.14697 0.31363 -5.79000 0.3 -0.2 -0.9 -1.164
H -5.82746 1.64224 -4.73544 0.0 0.7 -0.9 -0.314
H -5.77334 0.18855 -4.10448 0.5 -1.5 -0.6 0.534
H -4.38071 -0.61431 -6.20851 0.8 0.3 0.6 0.560
H -3.92983 1.18591 -6.01485 0.3 -0.5 -0.1 -0.521
H -5.08856 -0.47731 -8.07506 -0.5 0.2 -0.6 0.462
H -4.65835 1.20756 -8.37425 -0.4 0.3 0.2 0.351
H -7.21117 -0.77441 -5.80156 -1.0 0.0 0.0 0.417
H -7.93902 0.93211 -5.36782 -0.4 -0.7 -0.1 0.510
C -2.18410 -4.56539 -0.44114 -1.2 0.2 -0.8 0.162
C -3.70900 -4.45821 -0.34563 -1.7 1.9 -0.2 -0.430
C -4.18194 -4.33349 1.07602 0.2 -0.7 1.7 -0.968
S -2.63060 -4.57771 2.09541 0.1 -0.3 -0.1 0.956
O -2.88188 -5.68457 2.99234 0.0 0.7 1.0 -0.791
O -1.93736 -3.34470 2.54594 -1.6 -1.7 -0.9 -0.078
C -1.75920 -5.37737 0.73868 -0.8 -0.1 1.2 -1.161
H -1.87923 -3.52220 -0.35803 0.9 -0.2 -0.5 -0.338
H -2.19988 -5.02055 -1.43144 1.7 0.2 0.0 0.427
H -4.29599 -5.20228 -0.88406 0.5 -0.6 0.3 0.475
H -4.08466 -3.55823 -0.83246 0.5 0.3 -0.5 -0.055
H -4.86705 -5.16671 1.23247 0.4 -0.2 0.8 0.442
H -4.70678 -3.48910 1.52286 0.2 0.6 -0.7 0.436
H -2.32535 -6.30772 0.78370 0.3 -0.3 -0.4 0.448
H -0.79122 -5.58037 1.19683 0.5 0.4 -1.0 0.592
C 6.76123 -4.96793 2.07607 -1.2 -2.8 -0.7 -0.489
C 6.90438 -6.00294 3.23524 -1.8 0.3 0.3 -0.709
C 5.44154 -6.35286 3.70562 0.8 -0.5 0.1 -0.275
S 4.40478 -6.63462 2.21344 0.4 0.9 -1.8 0.931
O 3.07847 -5.99989 2.37478 1.8 -1.2 0.1 -0.433
O 4.51738 -8.00997 1.67482 -0.1 2.1 1.4 -0.677
C 5.48780 -5.44504 1.18120 0.5 1.3 1.8 -0.230
H 7.62058 -5.16357 1.43471 0.1 0.9 0.1 0.352
H 6.66788 -3.96361 2.48927 0.1 -0.1 -0.4 0.150
H 7.40626 -5.49600 4.05939 0.2 -0.4 0.1 0.332
H 7.41716 -6.92440 2.95943 0.1 0.2 -0.1 0.366
H 5.06953 -5.54125 4.33093 -0.5 0.2 -0.5 -0.186
H 5.37022 -7.24842 4.32288 0.1 -0.2 -0.1 0.563
H 4.84428 -4.56926 1.09763 -0.2 -0.2 -0.4 -0.144
H 5.83502 -5.73399 0.18921 -0.5 -0.6 0.3 0.465
C 1.26008 -3.65209 5.78104 0.6 0.1 0.1 -0.318
C 1.98111 -5.06603 5.75899 -1.6 0.5 -1.6 -0.036
C 1.14085 -5.91378 6.70472 0.5 1.3 1.0 -0.880
S 0.90652 -4.76706 8.13973 0.6 0.5 2.0 1.085
O 1.90763 -4.97788 9.18844 -0.6 -0.1 -1.2 -0.699
O -0.48256 -4.74018 8.57936 0.5 -0.3 -0.7 -0.649
C 1.23821 -3.17836 7.26688 -0.2 -0.6 -1.0 -0.602
H 0.24615 -3.66040 5.38106 -0.3 -0.8 0.2 0.482
H 1.69701 -2.91533 5.10696 0.7 0.0 0.3 -0.104
H 3.07006 -5.03221 5.79308 -0.1 0.2 1.2 -0.094
H 1.84217 -5.58157 4.80872 -0.2 0.4 -0.5 0.209
H 1.57797 -6.88501 6.93652 -0.2 0.2 0.5 0.498
H 0.11420 -5.97835 6.34427 0.1 -0.3 -0.3 0.339
H 2.15962 -2.65784 7.52798 0.3 -0.8 0.3 0.173
H 0.43181 -2.49479 7.53252 -0.3 -0.4 -0.2 0.557
C 2.04360 -1.79739 -3.63360 2.9 -1.0 -2.2 0.375
C 1.03839 -2.14892 -2.63975 -1.2 -0.2 -0.1 0.158
C 1.84589 -2.14430 -1.42749 1.6 -0.3 3.2 -0.175
S 3.33314 -3.26148 -1.72472 -2.0 1.7 1.3 1.267
O 2.80609 -4.57798 -1.34094 1.2 0.9 -1.1 -0.746
O 4.54776 -2.74020 -1.06724 -1.2 -0.8 -0.9 -0.638
C 3.29567 -2.74490 -3.49114 0.3 -0.5 0.5 -1.123
H 2.49633 -0.82222 -3.45427 -0.6 0.4 -0.2 -0.295
H 1.69441 -1.92233 -4.65858 0.0 0.4 -0.1 0.133
H 0.60718 -3.13009 -2.83836 -0.3 0.0 0.0 0.523
H 0.29582 -1.35390 -2.70779 -0.5 -0.3 0.6 -0.452
H 1.49616 -2.54514 -0.47611 -0.6 -0.2 -0.2 0.489
H 2.16371 -1.13316 -1.17319 0.4 0.1 -0.2 -0.379
H 3.32179 -3.63098 -4.12538 -0.1 0.2 -0.1 0.477
H 4.22464 -2.17705 -3.54282 0.0 -0.2 -0.4 0.455
C -3.53274 0.75020 0.37070 2.2 -1.3 0.3 -0.025
C -4.66882 1.29090 -0.38591 -2.1 0.9 1.5 -0.973
C -4.23320 1.24176 -1.76319 0.8 -0.2 -2.9 0.233
S -3.59064 -0.52520 -2.02503 -0.7 0.4 0.0 1.318
O -2.31016 -0.48263 -2.71978 -0.8 -0.3 0.1 -0.385
O -4.67872 -1.42481 -2.52476 2.2 1.8 1.2 -0.775
C -3.25859 -0.71415 -0.23424 -1.3 0.6 1.5 -0.549
H -3.60327 0.95032 1.43985 -0.4 -1.3 0.3 0.625
H -2.63586 1.34175 0.18692 0.1 0.2 -0.6 -0.409
H -4.87639 2.28802 0.00239 0.1 0.4 -0.5 0.305
H -5.61752 0.79298 -0.18551 0.1 -0.6 -0.1 0.310
H -3.41971 1.96334 -1.83836 0.7 -0.5 -0.3 -0.172
H -4.84663 1.52053 -2.61998 -0.6 -0.4 0.3 0.143
H -2.32880 -1.21368 0.03788 0.3 0.4 -0.5 0.182
H -4.04260 -1.34707 0.18150 -0.2 -0.2 -0.2 0.242
C -1.74847 -2.21165 -8.56418 1.4 -0.2 0.5 -0.724
C -1.18607 -1.42487 -7.34764 0.9 -0.8 -0.8 0.049
C 0.30553 -1.06948 -7.63370 -0.7 -0.4 -0.2 -0.543
S 0.98262 -2.59564 -8.50620 0.7 0.9 -0.9 1.105
O 1.60860 -3.46319 -7.49821 -0.6 0.9 -1.3 -0.606
O 1.71552 -2.15646 -9.74459 -1.6 -1.1 2.9 -0.670
C -0.67785 -3.31840 -8.96770 -0.2 1.6 0.8 -0.823
H -1.90076 -1.44980 -9.32871 -0.2 -0.5 -0.4 0.347
H -2.67489 -2.67615 -8.22641 -0.1 0.0 -0.5 0.374
H -1.14349 -2.09066 -6.48567 -0.3 0.1 0.2 0.318
H -1.87528 -0.60786 -7.13412 0.4 0.3 0.1 -0.205
H 0.78741 -0.85613 -6.67957 0.5 -0.4 -0.2 0.194
H 0.51937 -0.24151 -8.30959 -0.4 -0.1 -0.1 0.428
H -0.78959 -4.16212 -8.28671 0.1 -0.1 -0.3 0.380
H -0.64386 -3.57993 -10.02531 0.0 -0.1 0.2 0.429